Molecular formula: C3H5ClO2
Method: DFT, wB97M-V/def2-TZVPD

Output
electronic energy = -19803.4778 eV
total charge = 0

```
11
Properties=species:S:1:pos:R:3:mulliken_charge:R:1
C -1.7158 -0.2482 0.1125 -0.265
C -0.7736 0.7339 -0.1523 0.515
C 1.5700 -0.8704 0.1563 -0.543
O -1.6231 0.4697 -1.1717 -0.369
O -0.0743 1.7512 0.2867 -0.448
Cl 2.4649 0.4392 -0.5378 -0.224
H -1.5063 -1.2206 0.2456 0.261
H -2.6608 -0.0171 0.5822 0.221
H 1.5043 -1.7443 -0.5150 0.259
H 2.0241 -1.2157 1.1330 0.255
H 0.7906 1.9225 -0.1395 0.338
```

Molecular formula: CoFHO2P
Method: DFT, wB97M-V/def2-TZVPD

Output
spin multiplicity = 4
electronic energy = -53736.9373 eV
total charge = +1

```
6
Properties=species:S:1:pos:R:3:mulliken_spin:R:1
P 1.5693 0.6719 -0.0892 0.013
O 1.8366 -0.8955 -0.1321 0.008
O 0.0887 0.6739 0.3238 0.028
F -3.2362 -0.2616 -0.3965 0.218
Co -1.6031 0.1993 -0.1514 2.732
H 1.0001 -1.4200 0.1225 0.002
```

Molecular formula: C6H9N
Method: DFT, wB97M-V/def2-TZVPD

Output
electronic energy = -7857.1055 eV
SMILES string = Cc1c[nH]cc1C
total charge = 0

```
16
Properties=species:S:1:pos:R:3:mulliken_charge:R:1
C -0.4810 -1.2676 1.5388 -1.213
C -0.3525 -0.2268 0.5112 0.594
C -1.5065 0.6047 0.3682 -0.682
N -1.2861 1.4489 -0.6819 -0.031
C -0.1137 1.1969 -1.2656 -0.773
C 0.5273 0.2158 -0.4885 0.697
C 1.8898 -0.2476 -0.8086 -1.373
H -1.4647 -1.4502 1.9755 0.336
H 0.0085 -0.9435 2.4820 0.263
H -0.0718 -2.2486 1.2717 0.294
H -2.5105 0.6458 0.7609 0.336
H -2.0633 1.9714 -1.0450 0.223
H 0.3231 1.5368 -2.1888 0.399
H 2.4087 -0.1597 -1.7522 0.375
H 2.6280 0.2193 -0.1297 0.279
H 2.0645 -1.2957 -0.5481 0.276
```

Molecular formula: C4H7NO
Method: DFT, wB97M-V/def2-TZVPD

Output
electronic energy = -7796.5872 eV
SMILES string = CC1=C([O-])C[NH2+]1
total charge = 0

```
13
Properties=species:S:1:pos:R:3:mulliken_charge:R:1
C -1.8447 -0.0809 -0.1895 -1.165
C -0.4424 0.1981 0.2002 -0.137
C 0.4928 1.2283 0.0932 0.565
O 0.5314 2.4488 0.0341 -0.723
C 1.6533 0.1789 0.0191 -0.467
N 0.5956 -0.8790 0.2568 -0.116
H -2.3345 -0.8590 0.4134 0.325
H -1.9330 -0.3738 -1.2498 0.258
H -2.4191 0.8403 -0.0618 0.312
H 2.0313 0.0661 -1.0013 0.224
H 2.4796 0.1519 0.7346 0.294
H 0.6171 -1.2850 1.1903 0.323
H 0.5727 -1.6348 -0.4392 0.308
```

Molecular formula: C2H27N2O10
Method: DFT, wB97M-V/def2-TZVPD

Output
electronic energy = -25960.2581 eV
total charge = +1

```
41
Properties=species:S:1:pos:R:3:mulliken_charge:R:1
C 1.0489 3.2081 0.5263 -0.808
N 0.0048 2.1988 0.3719 0.012
C 0.3795 0.9486 0.8112 0.220
N -0.3922 -0.1630 0.6247 0.239
H 1.6560 2.8385 1.2995 0.288
H 0.7182 4.2400 0.7929 0.338
H 1.6187 3.2586 -0.4557 0.277
H -0.8016 2.4134 -0.1767 0.228
H 1.3642 0.8869 1.5110 0.077
H -1.3183 -0.3425 0.2296 -0.073
H -0.0472 -1.0496 1.0109 0.201
H 3.4165 1.6168 -2.8664 0.236
H 1.9606 1.6903 -2.9442 0.301
O 2.7485 1.7954 -2.3826 -0.537
H -2.5189 -3.9308 -1.2643 0.279
H -1.9730 -2.3400 -1.3033 0.407
O -2.7050 -3.0338 -1.5372 -0.667
H 3.0784 -0.6349 3.4243 0.282
H 3.9205 0.5076 2.9622 0.282
O 3.1132 0.0497 2.7532 -0.563
H -4.0473 -1.6381 1.7042 0.287
H -3.6694 -0.2738 1.3919 0.348
O -3.2058 -1.1582 1.4075 -0.653
H 2.6193 -2.7002 -2.9542 0.310
H 3.0017 -2.0202 -1.5470 0.310
O 2.3353 -2.5868 -1.9762 -0.628
H -0.9602 0.5355 -3.0789 0.290
H -2.0061 1.8122 -2.4929 0.279
O -1.1864 1.3040 -2.4852 -0.585
H 2.8337 -0.1822 0.0776 0.298
H 2.9092 -1.2662 1.0774 0.276
O 2.4654 -1.0736 0.3255 -0.553
H -3.4536 -0.8839 -0.5372 0.299
H -3.4980 -0.1601 -1.8640 0.327
O -3.0834 -0.0912 -0.9518 -0.609
H 0.4596 -2.3308 -1.1086 0.349
H 0.1285 -3.3349 0.0719 0.256
O -0.2177 -2.6188 -0.4869 -0.623
H -2.0601 1.9854 3.8245 0.304
H -0.5484 2.0374 3.7897 0.309
O -1.3443 2.4228 3.3869 -0.607
```

Molecular formula: C24H54BFNbO4
Method: DFT, wB97M-V/def2-TZVPD

Output
electronic energy = -38897.8208 eV
total charge = -1

```
85
Properties=species:S:1:pos:R:3:mulliken_charge:R:1
C -3.7516 -1.5237 2.9374 -1.189
C -2.6703 -2.3492 2.2422 0.065
C -3.1349 -3.0661 0.9747 -1.131
C -3.7315 -2.1337 -0.0966 1.705
C -5.2593 -2.2018 -0.1610 -0.689
C -5.9597 -1.2744 -1.1887 -1.172
C -5.0994 -0.1563 -1.7972 0.295
C -4.3553 -0.5419 -3.0922 -1.247
C -2.8773 -0.0970 -3.1532 0.789
C -1.9211 -1.2468 -3.4716 -0.772
C -0.4342 -0.8977 -3.4437 -1.266
C 0.1147 -0.3258 -2.1211 0.896
C 1.0424 0.8704 -2.3187 -1.237
C 1.9673 1.1596 -1.1212 -0.243
Nb 1.4863 2.8070 0.3075 -0.739
F 0.9659 4.2422 1.5272 -0.695
C 1.6763 1.3543 2.0530 -0.957
C 0.9337 0.0155 2.0817 0.459
O 1.5779 -1.0009 1.3074 -0.391
C 3.4753 3.8928 0.1114 -1.359
C 4.6476 3.1706 0.7932 -0.504
C 5.0038 1.7694 0.2910 0.930
C 6.2207 1.1927 1.0414 -1.126
C 5.8963 0.0195 1.9550 -0.506
O 5.4551 -1.0807 1.1850 -0.322
C 5.0237 -2.1737 1.9727 -0.354
C 4.3472 -3.2101 1.0728 -1.132
B -0.8355 2.6808 -0.0637 0.512
O -1.5714 2.6770 -1.2658 -0.314
O -1.5484 2.5340 1.0972 -0.111
C -2.9429 2.2781 1.1036 -0.332
H -4.6058 -2.1472 3.2274 0.314
H -3.3538 -1.0527 3.8405 0.382
H -4.1256 -0.7216 2.2944 0.192
H -1.8223 -1.6990 1.9990 -0.151
H -2.2846 -3.0897 2.9541 0.463
H -3.8780 -3.8263 1.2540 0.398
H -2.2806 -3.6063 0.5544 0.423
H -3.3165 -2.3983 -1.0708 -0.422
H -3.4192 -1.1121 0.1486 -0.652
H -5.6614 -2.0240 0.8425 0.231
H -5.5194 -3.2404 -0.4047 0.314
H -6.8278 -0.8164 -0.7042 0.388
H -6.3346 -1.8941 -2.0127 0.397
H -4.3833 0.2289 -1.0700 -0.489
H -5.7763 0.6778 -2.0175 0.589
H -4.3847 -1.6328 -3.2066 0.542
H -4.8910 -0.1135 -3.9439 0.251
H -2.7569 0.6830 -3.9123 0.610
H -2.6020 0.3655 -2.2009 -0.692
H -2.0997 -2.0692 -2.7663 0.130
H -2.1718 -1.6320 -4.4712 0.361
H 0.1181 -1.8188 -3.6672 0.328
H -0.2057 -0.2055 -4.2668 0.473
H 0.7071 -1.1053 -1.6237 0.352
H -0.7046 -0.0858 -1.4324 -0.503
H 1.6707 0.6135 -3.1894 0.553
H 0.4647 1.7551 -2.5992 0.103
H 2.9276 1.5311 -1.5155 0.451
H 2.1831 0.2103 -0.6239 0.116
H 1.1870 3.7822 -1.2438 -0.143
H 1.3054 1.9467 2.9062 0.811
H 2.7279 1.1221 2.3082 0.140
H 0.8323 -0.3518 3.1188 0.334
H -0.0796 0.0953 1.6798 -0.522
H 2.5205 -0.8437 1.3704 0.007
H 3.7298 4.1042 -0.9359 0.391
H 3.3563 4.8762 0.5833 0.493
H 5.5493 3.7959 0.6818 0.451
H 4.4756 3.1088 1.8808 0.308
H 4.1554 1.1011 0.4573 -0.687
H 5.2076 1.7969 -0.7820 0.453
H 7.0145 0.9004 0.3480 0.290
H 6.6274 1.9773 1.6940 0.387
H 5.1169 0.3064 2.6800 0.300
H 6.7849 -0.2702 2.5367 0.455
H 4.3265 -1.8104 2.7440 0.306
H 5.8894 -2.6058 2.4954 0.422
H 4.9587 -4.1057 0.9479 0.347
H 3.3778 -3.5080 1.4729 0.282
H 4.1857 -2.7687 0.0873 0.291
H -1.7184 3.5687 -1.5709 0.216
H -3.5157 3.1396 0.7428 0.282
H -3.1931 1.4111 0.4840 -0.186
H -3.2293 2.0732 2.1375 0.257
```